Entry 1:
72
Properties=species:S:1:pos:R:3:forces:R:3 method="wB97M-V/def2-TZVPD" relative_energy_kcal_mol=61.9 gap_ha="0.222 / 0.186" multiplicity=4 e_lumo_ev="-4.60 / -5.56" total_charge=+1
Mn -0.15635 -1.28030 -1.68328 0.8 -1.5 0.5
C -0.81165 2.25720 4.41614 1.0 0.8 -0.3
O 0.20879 3.27054 4.23422 -0.1 0.3 0.0
C 0.46978 3.68448 3.00664 -0.1 -0.2 0.5
C 1.46385 4.67687 2.89284 0.1 0.0 -0.1
C 1.77843 5.17184 1.65846 0.0 0.0 0.0
C 1.15064 4.64574 0.51309 0.0 0.4 -0.2
C 0.14810 3.67403 0.63096 -0.3 0.1 0.1
C -0.19733 3.19159 1.86751 0.1 0.1 -0.1
N 1.54995 5.17912 -0.71068 0.2 0.1 1.5
N 1.27287 4.68862 -1.78294 -0.2 -0.7 -1.2
C 1.07597 3.39330 -2.14660 0.1 0.3 -0.3
C 0.30165 3.21582 -3.31204 -0.1 -0.1 0.0
C -0.09167 1.97629 -3.75718 0.0 0.4 -0.1
C 0.28620 0.84849 -3.02932 0.3 -0.4 0.1
O -0.02988 -0.35474 -3.35822 -0.1 0.7 -0.3
C 1.11535 1.01438 -1.82490 -0.6 0.0 -0.9
N 1.36859 -0.13012 -1.15472 -0.6 -0.2 -0.4
C 2.22754 -0.13729 -0.17321 0.4 0.1 0.5
C 2.90637 1.04089 0.18051 0.1 -0.2 0.1
C 2.59060 2.22243 -0.43454 0.1 0.2 -0.1
C 1.60629 2.24280 -1.44894 0.6 0.3 0.2
H -0.84046 2.05975 5.47807 0.0 0.0 0.1
H -0.54640 1.35133 3.87485 0.5 1.1 0.1
H -1.77625 2.63316 4.08160 0.0 0.0 0.0
H 1.94922 5.03214 3.79477 -0.1 0.0 -0.1
H 2.52283 5.95088 1.53563 -0.1 -0.1 0.0
H -0.36460 3.30635 -0.25119 -0.1 0.1 0.2
H -0.97275 2.44651 1.95973 0.0 0.0 0.0
H -0.01846 4.11147 -3.83360 0.1 -0.1 0.1
H -0.70109 1.85564 -4.64276 0.0 0.0 0.0
H 2.38949 -1.08418 0.32874 0.0 0.1 0.0
H 3.66002 1.00074 0.95645 0.0 0.0 -0.1
H 3.11287 3.12974 -0.15320 -0.1 -0.1 0.0
O -1.71690 0.15432 4.16302 -0.9 -1.7 0.3
S -2.49696 -0.85322 3.50897 -0.5 -0.8 -0.3
O -2.81814 -2.07063 4.17445 0.1 0.0 0.1
N -1.76001 -1.19894 2.04144 0.1 0.4 -0.1
C -2.44640 -0.70389 1.07743 0.3 -0.1 -0.1
S -1.94849 -0.73405 -0.60918 -1.2 0.4 0.6
C -3.74052 -0.03244 1.44310 0.4 -0.3 -0.2
C -4.67109 0.59013 0.63906 -0.2 0.1 -0.2
C -5.79515 1.13885 1.25031 0.0 0.0 0.1
C -5.97345 1.05668 2.63076 0.0 0.0 0.0
C -5.02800 0.43214 3.44054 0.0 0.0 -0.1
C -3.92183 -0.10191 2.80880 -0.2 0.3 0.2
H -4.53475 0.63478 -0.43543 0.0 0.0 0.1
H -6.54508 1.63217 0.64413 0.0 0.0 0.0
H -6.86305 1.48168 3.08170 0.1 0.0 0.0
H -5.15811 0.36487 4.51564 0.0 0.0 -0.1
C 3.07069 -4.83276 -3.69251 0.0 0.0 0.1
N 2.20408 -3.66917 -3.78154 0.0 -0.1 -0.1
C 2.87352 -2.43697 -3.43088 0.0 -0.1 0.2
C 0.86661 -3.84246 -3.23406 0.3 -0.2 0.2
C 0.76699 -3.98782 -1.71700 0.3 -0.4 -0.1
C 1.06805 -5.21326 -1.11172 0.0 0.0 0.0
C 1.06556 -5.35598 0.26905 0.0 0.0 -0.1
C 0.74905 -4.27500 1.08762 0.0 -0.1 0.0
C 0.41921 -3.05902 0.51133 0.1 -0.2 0.2
C 0.43941 -2.94049 -0.87246 -0.3 0.7 0.0
H 3.95584 -4.66509 -4.30913 -0.1 0.0 0.0
H 2.55356 -5.71455 -4.08222 0.0 0.1 0.0
H 3.41833 -5.06353 -2.67032 -0.1 0.1 -0.1
H 3.71569 -2.27490 -4.10523 0.0 0.0 0.0
H 3.26912 -2.41539 -2.39551 -0.1 0.0 -0.1
H 2.19212 -1.59354 -3.55263 -0.1 0.0 0.0
H 0.43860 -4.73252 -3.70005 0.0 0.0 0.0
H 0.26855 -3.00044 -3.57628 -0.2 0.2 -0.1
H 1.29698 -6.06749 -1.74333 0.0 0.1 0.1
H 1.29766 -6.31795 0.71089 0.0 0.0 0.0
H 0.72453 -4.38394 2.16602 0.0 0.0 -0.1
H 0.11526 -2.23378 1.14237 0.0 0.0 0.0

Entry 2:
14
Properties=species:S:1:pos:R:3:forces:R:3 method="wB97M-V/def2-TZVPD" relative_energy_kcal_mol=61.7 gap_ha=0.341 multiplicity=1 e_lumo_ev=0.76
C -1.47238 -0.85735 -0.45858 0.0 0.0 -0.2
C -1.13093 0.59702 -0.38425 -0.1 0.3 0.0
C 0.05125 1.08856 0.03117 -0.3 0.2 -1.9
C 1.25282 0.27074 -0.34293 0.3 -0.1 0.2
C 1.84720 -0.36237 0.66917 0.0 0.3 -0.6
O 1.21659 -0.23244 1.84363 -1.3 1.3 -0.3
H -0.80330 -1.45671 0.16867 -0.1 0.1 -0.2
H -2.50884 -0.99176 -0.12006 0.2 0.0 -0.1
H -1.42237 -1.22576 -1.48863 0.0 0.0 0.1
H -1.88629 1.27782 -0.76556 -0.4 0.1 0.7
H 0.16843 2.16143 0.20151 0.0 -0.1 -0.3
H 1.49446 0.20417 -1.39462 0.3 0.0 0.1
H 2.78901 -0.90895 0.58809 -0.4 0.0 0.4
H 0.40435 0.43561 1.45238 1.9 -2.0 2.0

Entry 3:
76
Properties=species:S:1:pos:R:3:forces:R:3 method="wB97M-V/def2-TZVPD" relative_energy_kcal_mol=106.0 gap_ha="0.173 / 0.198" multiplicity=2 e_lumo_ev="-0.56 / -0.61"
Mn -0.90735 1.07567 -0.27870 0.6 0.3 -0.7
O -1.64523 1.37476 1.60815 -0.2 -0.1 0.2
C -0.44280 1.22651 1.48774 0.1 0.5 0.3
C 0.66541 1.26640 2.46274 -0.7 -0.2 -0.8
C 0.43738 1.37192 3.82653 0.2 0.0 0.3
C 1.53480 1.43130 4.67501 -0.1 0.0 -0.3
C 2.81772 1.38469 4.13637 0.1 0.0 0.1
C 3.03269 1.27195 2.76823 -0.1 0.0 -0.1
C 1.94336 1.19474 1.90847 0.3 0.2 0.0
P 1.99697 1.08260 0.07966 -0.4 -0.8 0.0
C 3.69957 1.54111 -0.39079 0.0 0.4 0.1
C 4.74054 0.61751 -0.40069 0.0 0.0 0.0
C 6.02343 1.02192 -0.74010 0.0 0.0 0.0
C 6.27602 2.34549 -1.07628 0.0 0.0 0.0
C 5.24163 3.27142 -1.07698 0.0 0.0 0.0
C 3.95897 2.86620 -0.73759 0.0 0.0 0.0
C 1.96880 -0.68425 -0.21787 0.2 -0.1 -0.1
C 2.13134 -1.15192 -1.55868 0.0 0.1 0.1
C 1.88547 -2.44850 -1.87693 -0.1 0.0 0.0
C 1.21182 -3.31019 -0.90386 0.5 0.0 0.1
C 1.53563 -2.95259 0.47600 -0.1 0.0 0.0
C 1.81167 -1.65300 0.79096 -0.1 0.0 0.0
H -0.57424 1.40908 4.20914 0.0 0.0 0.0
H 1.39273 1.51670 5.74320 0.0 0.0 0.0
H 3.67193 1.43053 4.80077 0.0 0.0 0.0
H 4.04030 1.23206 2.37366 0.0 0.0 0.0
H 4.53765 -0.41835 -0.15567 0.0 0.0 0.0
H 6.82924 0.29917 -0.74718 0.0 0.0 0.0
H 7.27783 2.65414 -1.34597 0.0 0.0 0.0
H 5.43113 4.30230 -1.34650 0.0 0.0 0.0
H 3.14829 3.58719 -0.74749 0.0 0.0 0.0
H 2.50268 -0.46997 -2.31939 0.0 0.0 0.0
H 2.06332 -2.80983 -2.88344 0.0 0.0 0.0
H 1.30585 -4.37444 -1.11080 -0.1 0.0 0.0
H 1.42383 -3.69433 1.25598 0.0 0.0 0.0
H 1.90099 -1.37588 1.83577 0.0 0.0 0.0
C -0.05188 1.41190 -4.85109 0.0 0.1 0.1
O -0.09252 2.56538 -3.97704 0.0 0.0 -0.1
C -0.22306 2.29435 -2.69855 0.2 -0.1 0.1
O -0.20869 1.15160 -2.24207 -0.3 -0.1 0.2
N -0.29702 3.40503 -1.92147 -0.1 0.0 0.0
N -0.79924 3.19300 -0.62096 -0.1 0.0 -0.1
H 0.04417 1.82536 -5.84839 0.0 0.0 0.0
H -0.97544 0.84837 -4.74517 0.0 0.0 0.0
H 0.80384 0.79012 -4.60065 0.0 0.0 0.0
H -0.55770 4.25912 -2.39245 0.0 0.0 0.0
H -1.80865 3.37255 -0.62741 0.0 0.0 0.1
H -0.30132 3.79583 0.02241 0.0 0.0 0.0
N -1.08982 -5.87529 -1.05441 -0.1 -0.1 0.0
C -1.47198 -5.18553 0.06174 0.2 0.3 -0.3
S -2.03554 -6.04060 1.37618 -0.1 0.0 0.1
C -1.29230 -3.74728 0.00388 0.0 -0.3 0.1
C -0.56392 -3.09379 -1.09082 -0.5 0.1 -0.2
C -0.82016 -1.65389 -1.13620 0.1 -0.1 0.1
N -1.16007 -0.94110 -0.10385 0.2 0.1 0.0
C -1.50557 -1.58582 1.06277 -0.2 -0.1 -0.2
C -1.64932 -2.95401 1.08396 0.0 0.1 0.2
H -1.36329 -6.84385 -1.06981 0.0 0.0 0.0
H -1.04337 -5.40441 -1.94236 0.0 0.0 0.0
H -0.72130 -3.52078 -2.08307 0.2 0.0 0.0
H -0.64332 -1.11371 -2.05494 0.0 0.0 0.0
H -1.82179 -0.96858 1.88745 0.0 0.0 0.0
H -2.06827 -3.43583 1.95807 0.0 0.0 0.0
C -6.04323 -1.23171 1.57284 0.0 0.0 0.0
C -5.60125 0.12104 1.10460 0.0 0.0 0.0
C -6.12347 1.29686 1.63219 0.0 0.0 0.0
C -5.60662 2.47984 1.14258 0.0 0.0 0.0
N -4.65531 2.52656 0.21388 0.0 0.0 0.0
C -4.22714 1.34482 -0.24126 0.2 0.0 -0.1
S -2.96592 1.35347 -1.49065 0.0 0.0 0.5
N -4.66092 0.15219 0.16339 0.0 0.0 0.0
H -7.00531 -1.18922 2.08160 0.0 0.0 0.0
H -5.30375 -1.63714 2.26672 0.0 0.0 0.0
H -6.10141 -1.91817 0.73043 0.0 0.0 0.0
H -6.89296 1.28570 2.39132 0.0 0.0 0.0
H -5.96453 3.43549 1.51310 0.0 0.0 0.0

- The lowest multiplicity belongs to which entry?
  C5H8O